ORCA calculation (the ωB97M-V functional and the def2-TZVPD basis) on a cluster of 14 separate species, C27H76F4N27O16 in total at a distorted geometry.

Properties
total charge	+1
E_LUMO	-2.06	eV
E	-113103.0795	eV
frontier orbital gap	0.31319	Eh
molecular weight	1111.07	g mol⁻¹

XYZ file:
```
150
Properties=species:S:1:pos:R:3:forces:R:3:lowdin_charge:R:1
C 4.542509 1.361967 1.203001 -0.4466 0.1744 -0.4081 -0.08
O 3.834340 1.137212 -0.025390 0.2655 0.2853 0.3659 -0.20
C 2.433092 1.092097 0.227373 0.7345 -0.7396 -0.3216 -0.23
C 1.885459 -0.067475 -0.599157 -0.0483 0.5004 0.2301 -0.15
C 0.358561 -0.087602 -0.673406 0.5789 -0.3170 -0.0996 -0.12
C -0.311682 -0.500284 0.628174 -0.7770 1.2724 -0.5675 -0.20
C -1.824059 -0.222216 0.666138 -0.3034 -0.5040 0.0239 -0.22
C -2.553357 -0.566256 -0.666304 0.1618 0.2876 0.3062 -0.13
C -4.006740 -1.009835 -0.526552 1.2930 0.3094 -0.8723 -0.08
C -4.894187 -0.003647 0.128752 0.3780 -0.0678 0.0013 -0.56
O -5.997365 -0.302161 0.453425 -1.8929 -0.5608 0.5167 0.12
O -4.412225 1.215695 0.367724 0.9366 -0.6476 -0.0573 0.09
C -2.486399 -0.773277 1.959152 0.6681 -0.4150 -0.0404 -0.11
C -1.482528 -1.118710 3.080537 -0.2426 0.7104 -0.5214 -0.13
C -0.163884 -1.791922 2.662026 -0.5321 0.3463 1.1533 -0.07
N 0.068242 -1.853984 1.164768 0.2938 0.4285 0.4573 0.09
C -0.442975 -3.055301 0.501333 0.6900 -1.1936 -0.7038 -0.45
F -1.747007 -3.188228 0.540865 -0.8601 0.5862 0.1798 0.22
F 0.061602 -4.096078 1.181037 0.4710 -0.2209 0.5830 0.16
C 0.023968 -3.260766 -0.959298 -0.9200 -0.0587 -0.3514 -0.31
F 1.342509 -3.123245 -1.048509 0.8140 0.5712 0.1177 0.14
F -0.248469 -4.539671 -1.242951 -0.3010 -0.7672 -0.0812 0.11
H 4.001517 2.125545 1.759927 0.1304 -0.0028 0.3658 0.09
H 4.591014 0.424052 1.755605 0.0653 0.0318 0.2491 0.09
H 5.540657 1.741513 1.019765 0.1487 -0.1241 -0.3167 0.08
H 1.983899 2.046804 -0.049750 -0.2003 0.0866 0.1171 0.13
H 2.314238 0.888600 1.292384 -0.4311 0.2314 0.1334 0.11
H 2.319660 -0.978082 -0.183360 0.0140 -0.1914 -0.1272 0.11
H 2.312066 0.042824 -1.589823 -0.0262 -0.1210 -0.2547 0.13
H 0.039781 0.938056 -0.844186 -0.2485 0.1242 -0.0289 0.14
H 0.030621 -0.640904 -1.547423 -0.1175 -0.1496 -0.0079 0.11
H 0.094472 0.196806 1.354189 0.2710 -0.3006 0.4639 0.16
H -1.865919 0.858378 0.754859 -0.0095 0.1975 0.0281 0.15
H -2.525532 0.332983 -1.275641 -0.0053 0.0950 -0.1564 0.13
H -2.001933 -1.310828 -1.234347 -0.1311 -0.2404 -0.0438 0.08
H -4.388628 -1.203373 -1.526340 -0.1895 -0.0054 -0.1291 0.13
H -4.039906 -1.960515 -0.014769 -0.4511 -0.1056 0.3029 0.11
H -4.713456 1.442326 1.273073 -0.1220 1.2516 0.0459 0.09
H -3.069936 -1.668015 1.784361 -0.1645 -0.0417 -0.3054 0.10
H -3.162006 -0.008011 2.319821 -0.1411 -0.0003 0.2359 0.12
H -1.955671 -1.734893 3.828955 -0.1514 -0.1915 0.1027 0.11
H -1.238868 -0.200096 3.599801 0.2329 0.1025 0.1449 0.12
H -0.058957 -2.748849 3.154631 0.0831 -0.3694 -0.4872 0.13
H 0.646891 -1.182695 3.039578 0.2797 0.0361 -0.0471 0.13
H 1.088492 -1.911901 1.076475 -0.0495 -0.2037 -0.2453 0.18
H -0.531078 -2.667362 -1.682339 0.1622 0.3160 -0.0632 0.14
C 0.174588 -8.680264 0.458148 -0.0123 0.0374 0.0193 -0.69
O 0.450025 -9.846528 0.272183 0.0190 -0.0462 -0.0075 0.04
N -0.277043 -7.858334 -0.540426 -0.0689 0.0465 -0.0898 0.15
N 0.291134 -8.080681 1.685513 0.0350 0.0162 0.0781 0.14
H -0.504816 -6.893112 -0.398632 0.0323 -0.0045 -0.0109 0.06
H -0.375188 -8.258711 -1.455019 0.0360 -0.0079 0.0190 0.10
H 0.618308 -8.649184 2.444303 -0.0118 -0.0050 -0.0224 0.10
H 0.066345 -7.119155 1.852421 -0.0097 -0.0118 -0.0019 0.08
C 1.297515 -4.835876 -5.545611 0.0366 -0.0404 0.3296 -0.68
O 1.724406 -4.954934 -6.684960 0.0811 0.0386 -0.2675 0.01
N -0.025609 -4.614221 -5.278904 -0.0027 -0.0810 -0.0913 0.15
N 2.107206 -4.915547 -4.455566 -0.0614 0.1251 -0.3898 0.16
H -0.394353 -4.506416 -4.352053 -0.0856 0.1225 -0.0510 0.05
H -0.648624 -4.550694 -6.061962 0.0159 0.0224 0.0125 0.10
H 3.091118 -5.083061 -4.610799 -0.0653 -0.0392 0.3099 0.05
H 1.775469 -4.821338 -3.515270 0.0225 -0.0728 0.0113 0.08
C -4.558109 3.879724 2.689953 -0.2789 0.7244 -0.4072 -0.64
O -4.397670 2.660272 2.632598 0.0798 -0.6047 0.1748 -0.01
N -4.979218 4.618831 1.643671 -0.2239 -0.6408 0.2036 0.19
N -4.317910 4.573479 3.841401 0.0890 -0.1710 0.2346 0.16
H -5.097807 5.614122 1.685124 0.3661 0.0599 -0.1736 0.07
H -5.160812 4.141853 0.770366 0.0183 0.1452 -0.1489 0.07
H -4.005097 4.051365 4.638166 0.0162 -0.0288 -0.0151 0.08
H -4.437545 5.565554 3.915504 0.0244 0.0014 -0.0841 0.10
C -0.442295 -1.850474 6.665629 -0.0902 0.1393 0.3880 -0.66
O -0.074036 -1.363788 5.602498 0.1276 -0.3031 -0.3357 0.01
N -0.172359 -3.149790 7.004779 0.0210 -0.0709 -0.1665 0.15
N -1.139466 -1.143627 7.585881 -0.2487 0.1082 -0.1512 0.17
H -0.463815 -3.562632 7.870170 0.0143 0.0076 0.0018 0.09
H 0.348804 -3.701440 6.350481 0.0391 0.0041 0.0646 0.09
H -1.358864 -0.175819 7.374329 0.3235 0.0248 0.0558 0.06
H -1.439346 -1.536051 8.457984 0.0405 -0.0443 -0.0143 0.10
C -3.277378 -3.701919 -4.060020 -0.2631 -0.0886 -0.1011 -0.67
O -2.223862 -3.292914 -3.583379 0.2111 0.0675 0.2904 -0.01
N -4.015669 -2.959658 -4.928147 0.0727 0.1156 0.0453 0.17
N -3.786742 -4.928008 -3.760547 0.1010 0.0178 0.0904 0.17
H -4.877546 -3.277963 -5.329476 0.0103 0.0008 -0.0113 0.10
H -3.665863 -2.051608 -5.173670 -0.0071 -0.0276 -0.0307 0.11
H -3.265862 -5.503552 -3.125153 -0.0274 -0.0237 -0.0276 0.10
H -4.644896 -5.276422 -4.144686 0.0159 -0.0162 -0.0072 0.10
C -1.043779 2.835232 6.838520 0.0632 0.3174 -0.1069 -0.66
O -0.759358 1.654843 7.002868 -0.1864 -0.0382 0.0580 0.01
N -0.125064 3.758542 6.464613 -0.0260 -0.3966 0.0241 0.17
N -2.314645 3.311524 7.024304 -0.1699 -0.1377 -0.0479 0.15
H -0.346315 4.726573 6.329430 0.0348 0.0005 -0.0088 0.10
H 0.826859 3.449262 6.317860 0.0228 0.2923 0.0376 0.06
H -3.019093 2.655443 7.305724 -0.0018 0.0384 0.0239 0.10
H -2.561885 4.274392 6.898088 0.0396 0.0112 0.0731 0.09
C -3.867939 8.226110 0.273734 0.0860 0.2344 -0.1013 -0.67
O -3.699674 7.039435 0.524756 -0.1779 0.0900 0.1418 0.01
N -2.879880 9.029863 -0.194039 0.1246 -0.1687 0.1631 0.17
N -5.080676 8.842399 0.445715 -0.0909 -0.0907 0.0813 0.14
H -3.017322 10.000874 -0.399018 -0.0084 -0.0153 -0.0227 0.10
H -1.970067 8.619897 -0.343245 0.0010 0.0182 -0.2423 0.07
H -5.840878 8.284427 0.784884 -0.0177 0.0345 -0.0477 0.09
H -5.237182 9.811507 0.244938 -0.0034 -0.0078 -0.0013 0.09
C 3.573228 4.414635 7.029674 0.1309 0.0146 0.2052 -0.66
O 2.688128 4.138847 6.231620 0.0590 -0.0236 -0.1707 0.00
N 3.451346 4.174365 8.364926 -0.1043 -0.0359 -0.0068 0.16
N 4.749669 4.984098 6.645125 -0.0191 -0.0047 -0.1143 0.16
H 4.166688 4.394518 9.031426 -0.0090 -0.0041 -0.0003 0.10
H 2.596855 3.754310 8.682577 0.0268 -0.0028 0.0083 0.11
H 4.872058 5.175781 5.668370 0.0035 0.0120 0.0243 0.10
H 5.483974 5.216728 7.286261 -0.0070 0.0055 -0.0059 0.10
C 7.660438 3.392788 -2.176257 0.0018 -0.0789 -0.0194 -0.69
O 8.541890 4.174961 -2.464782 0.0274 0.0461 0.0027 0.04
N 7.823448 2.034907 -2.244836 0.0308 -0.0564 0.0222 0.15
N 6.421242 3.800265 -1.754749 -0.1598 0.0287 0.0948 0.14
H 7.101743 1.380223 -2.010822 -0.0014 0.0059 -0.0231 0.09
H 8.716622 1.695165 -2.549546 -0.0123 0.0180 -0.0016 0.10
H 6.261086 4.788111 -1.691740 0.0384 -0.0122 -0.0195 0.10
H 5.684046 3.164276 -1.513112 0.0050 -0.0100 -0.0232 0.08
C 0.092798 6.881795 -1.878874 0.0124 -0.1849 -0.0486 -0.67
O -0.414957 7.958694 -1.618973 -0.0145 0.1430 0.1343 0.02
N 1.348153 6.543690 -1.457316 0.0363 0.0496 0.0910 0.15
N -0.549913 5.929668 -2.612933 -0.0629 0.0359 -0.0478 0.16
H 1.780416 5.664773 -1.665764 0.0081 0.0202 -0.0356 0.09
H 1.850302 7.222943 -0.916397 -0.0079 -0.0006 -0.0249 0.10
H -1.476206 6.143963 -2.934510 -0.0032 -0.0218 0.0504 0.11
H -0.146353 5.041031 -2.837025 -0.0015 0.0142 -0.0165 0.09
C 5.822784 -5.874324 -3.809343 0.2237 -0.0851 -0.1180 -0.66
O 4.668086 -5.514525 -3.615113 0.1297 0.0182 0.0858 0.00
N 6.696057 -5.151142 -4.563089 -0.0717 0.1121 0.0644 0.16
N 6.320422 -7.028925 -3.287685 -0.0828 -0.0085 0.1166 0.16
H 7.641610 -5.435703 -4.735088 -0.0196 -0.0128 -0.0479 0.10
H 6.360095 -4.297163 -4.968424 0.0178 -0.0395 -0.0494 0.11
H 5.701294 -7.588109 -2.730312 0.0122 -0.0088 -0.0334 0.11
H 7.261064 -7.340244 -3.438321 -0.0125 -0.0067 -0.0132 0.10
C 5.407963 -4.841782 -9.432925 -0.1081 -0.0177 0.0329 -0.70
O 6.351344 -4.995022 -10.186890 0.0636 0.0269 -0.0032 0.02
N 4.933242 -3.604535 -9.084896 0.0571 0.1621 0.0818 0.14
N 4.734844 -5.882277 -8.862747 -0.0901 -0.1357 0.1754 0.15
H 4.153282 -3.470311 -8.467996 -0.0444 -0.0542 -0.0414 0.09
H 5.394224 -2.807302 -9.480998 -0.0146 -0.0323 -0.0285 0.10
H 5.040904 -6.810382 -9.086311 0.0078 0.0351 -0.0391 0.10
H 3.954638 -5.758359 -8.239619 -0.0392 0.0144 -0.0345 0.08
C -6.919598 3.363984 -1.542227 -0.1740 -0.1854 -0.0498 -0.66
O -5.805286 3.686638 -1.156203 0.0201 0.2131 0.0231 0.01
N -7.659098 4.142206 -2.388357 0.1212 0.0622 0.0175 0.15
N -7.501299 2.192004 -1.163062 0.1402 0.0035 0.0310 0.17
H -8.571538 3.887107 -2.714438 0.0030 -0.0019 0.0125 0.09
H -7.254738 5.009836 -2.687814 -0.0076 -0.0103 0.0083 0.10
H -6.971507 1.604121 -0.542179 -0.1033 -0.1152 0.0770 0.07
H -8.406530 1.893192 -1.472448 0.0025 0.0252 0.0238 0.10
```
Positions in Å, forces in eV/Å.